(1)
Entry from the OMol25 dataset: a single C5H4N2 molecule in a non-equilibrium geometry (wB97M-V/def2-TZVPD).

Geometry (Å):
1 H -2.73 -1.43 0.61
2 N -2.19 -0.74 0.09
3 C -1.00 -0.69 0.51
4 C -0.05 0.24 -0.14
5 C 1.34 -0.19 -0.21
6 C 2.52 -0.45 -0.13
7 C -0.25 1.66 -0.39
8 N -0.86 1.08 -1.30
9 H -0.59 -1.34 1.29
10 H 3.56 -0.71 -0.12
11 H 0.26 2.59 -0.23

Computed properties:
structure (SMILES) = [H]/N=C/[C@]1(C#C)C=N1
calculated total energy = -8224.886 eV
LUMO level = 0.855 eV
relative energy (zero: lowest compared OMol25 entry of this formula, charge and spin) = 106.26 kcal per mole


(2)
Entry from the OMol25 dataset: a molecular structure, C4H5CdF2LiO2 in a non-equilibrium geometry (wB97M-V/def2-TZVPD).

Geometry (Å):
1 O 0.71 2.14 0.11
2 C 1.12 1.46 -1.05
3 C 1.00 -0.05 -0.83
4 Li 1.88 2.01 1.46
5 H 2.16 1.69 -1.35
6 H 0.50 1.79 -1.92
7 F 1.04 -0.62 -2.18
8 C -0.49 -1.51 0.57
9 C -1.72 -1.98 0.77
10 O -0.37 -0.27 -0.42
11 H 0.42 -2.11 0.60
12 F -0.68 0.30 2.19
13 H -2.58 -1.30 0.77
14 H -1.87 -3.05 0.81
15 Cd -1.13 1.50 0.48

Computed properties:
net charge = -1
spin multiplicity = 2
<S²> = 0.75
calculated total energy = -18524.771 eV
LUMO level (spin up / spin down) = 1.754 / 1.722 eV


(3)
Entry from the OMol25 dataset: a single C5H10O molecule (wB97M-V/def2-TZVPD).

Geometry (Å):
1 C -1.47 0.94 0.87
2 C -1.02 -0.39 0.24
3 C 0.39 -0.40 -0.34
4 C 1.04 0.92 -0.68
5 C 1.25 -1.57 -0.12
6 O 0.56 -1.41 -1.35
7 H -1.54 1.73 0.11
8 H -0.78 1.28 1.65
9 H -2.46 0.83 1.32
10 H -1.71 -0.65 -0.57
11 H -1.11 -1.19 0.99
12 H 0.38 1.54 -1.29
13 H 1.29 1.48 0.22
14 H 1.96 0.74 -1.25
15 H 0.90 -2.39 0.51
16 H 2.34 -1.46 -0.17

Computed properties:
structure (SMILES) = CC[C@@]1(C)CO1
calculated total energy = -7393.574 eV
LUMO level = 1.018 eV
relative energy (zero: lowest compared OMol25 entry of this formula, charge and spin) = 27.48 kcal per mole


(4)
Entry from the OMol25 dataset: a single C6H5NO molecule in a non-equilibrium geometry (wB97M-V/def2-TZVPD).

Geometry (Å):
1 C 2.68 -0.06 -0.30
2 C 2.12 0.47 -1.42
3 C 0.75 0.69 -1.62
4 C -0.30 0.22 -0.63
5 C -1.21 -0.27 0.29
6 C -2.12 -0.47 1.18
7 N -2.95 -1.14 1.78
8 O -3.83 -0.79 2.75
9 H 3.72 -0.14 -0.31
10 H 2.27 -0.41 0.57
11 H 2.68 0.82 -2.37
12 H 0.23 0.93 -2.48
13 H -4.05 0.14 2.58

Computed properties:
structure (SMILES) = C=CC=C=C=C=NO
calculated total energy = -9832.655 eV
LUMO level (spin up / spin down) = -0.975 / -0.986 eV
relative energy (zero: lowest compared OMol25 entry of this formula, charge and spin) = 151.11 kcal per mole


(5)
Entry from the OMol25 dataset: 5 unconnected molecules or ions with the total composition C30H72N2 in a non-equilibrium geometry (wB97M-V/def2-TZVPD).

Geometry (Å):
1 C 0.60 -0.84 5.88
2 C 0.66 -0.75 4.36
3 N 0.92 0.63 3.89
4 C 2.26 1.29 4.25
5 C 3.43 0.60 3.40
6 C 0.44 0.80 2.50
7 C 0.36 2.41 2.11
8 H 0.07 -0.18 6.53
9 H 1.63 -0.76 6.21
10 H 0.19 -1.95 6.11
11 H -0.21 -1.21 4.12
12 H 1.41 -1.53 4.03
13 H 2.26 1.20 5.56
14 H 2.20 2.30 4.01
15 H 3.35 0.76 2.31
16 H 3.19 -0.58 3.60
17 H 4.32 0.78 4.05
18 H -0.57 0.60 2.37
19 H 0.98 0.14 1.86
20 H 1.34 2.82 1.90
21 H -0.23 2.82 2.87
22 H -0.06 2.54 1.12
23 C 5.71 1.22 -3.56
24 C 4.83 2.23 -2.93
25 N 3.93 1.73 -1.84
26 C 3.58 2.50 -0.63
27 C 2.64 3.65 -0.79
28 C 2.75 0.97 -2.38
29 C 2.10 -0.09 -1.44
30 H 6.52 1.65 -4.26
31 H 5.18 0.30 -4.09
32 H 6.40 0.59 -2.82
33 H 4.33 2.62 -3.80
34 H 5.68 3.03 -2.46
35 H 4.44 2.80 -0.22
36 H 3.15 1.93 0.27
37 H 2.42 3.98 0.18
38 H 1.64 3.27 -1.16
39 H 3.09 4.18 -1.51
40 H 3.31 0.46 -3.05
41 H 2.02 1.57 -2.96
42 H 1.56 0.36 -0.65
43 H 2.71 -0.94 -1.17
44 H 1.46 -0.61 -1.92
45 C -5.03 -4.63 0.80
46 C -4.75 -3.16 1.11
47 C -3.83 -2.51 -0.02
48 C -3.14 -1.14 0.34
49 C -2.47 -0.77 -0.98
50 C -1.84 0.60 -0.88
51 H -5.22 -4.90 1.70
52 H -4.07 -5.04 0.66
53 H -5.67 -4.83 -0.08
54 H -4.37 -3.16 2.21
55 H -5.45 -2.34 1.35
56 H -4.37 -2.23 -0.93
57 H -2.98 -3.17 0.00
58 H -2.26 -1.34 1.06
59 H -4.02 -0.44 0.63
60 H -3.26 -0.80 -1.84
61 H -1.94 -1.64 -1.47
62 H -2.39 1.37 -0.44
63 H -1.29 1.03 -1.76
64 H -1.08 0.50 -0.25
65 C -1.25 -6.82 2.58
66 C -1.00 -6.35 1.12
67 C -0.18 -5.01 1.22
68 C 0.30 -4.58 -0.20
69 C 1.41 -3.58 -0.09
70 C 0.96 -2.35 0.76
71 H -1.92 -7.63 2.58
72 H -1.64 -5.91 2.99
73 H -0.40 -7.18 3.30
74 H -2.00 -6.14 0.68
75 H -0.42 -7.05 0.77
76 H 0.61 -5.22 2.08
77 H -0.75 -4.21 1.48
78 H -0.56 -4.08 -0.71
79 H 0.76 -5.47 -0.59
80 H 1.80 -3.11 -0.94
81 H 2.39 -4.09 0.41
82 H 0.00 -1.90 0.40
83 H 1.62 -1.68 0.70
84 H 0.88 -2.56 1.70
85 C -0.50 5.38 -0.56
86 C -1.45 5.10 -1.77
87 C -0.86 4.08 -2.69
88 C -1.64 3.92 -4.11
89 C -3.16 3.65 -4.02
90 C -3.76 3.09 -5.32
91 H -0.46 4.43 0.04
92 H -0.96 6.09 -0.01
93 H 0.35 5.93 -0.71
94 H -1.46 6.17 -2.05
95 H -2.47 4.97 -1.64
96 H -1.01 3.12 -2.10
97 H 0.12 4.28 -3.03
98 H -1.19 3.15 -4.74
99 H -1.50 4.72 -4.68
100 H -3.67 4.50 -3.91
101 H -3.30 2.86 -3.25
102 H -4.80 2.65 -5.00
103 H -3.24 2.15 -5.97
104 H -4.21 3.96 -5.76

Computed properties:
structure (SMILES) = CCN(CC)CC.CCN(CC)CC.CCCCCC.CCCCCC.CCCCCC
calculated total energy = -35244.317 eV
LUMO level = 0.823 eV
relative energy (zero: lowest compared OMol25 entry of this formula, charge and spin) = 60.22 kcal per mole


(6)
Entry from the OMol25 dataset: a single C6H6 molecule (wB97M-V/def2-TZVPD).

Geometry (Å):
1 C -1.18 -1.44 2.49
2 C -0.50 -0.72 1.81
3 C 0.32 0.19 0.99
4 C -0.38 0.58 -0.29
5 C 0.25 0.65 -1.43
6 C 0.82 0.49 -2.59
7 H -1.78 -2.08 3.10
8 H 1.27 -0.29 0.75
9 H 0.55 1.08 1.58
10 H -1.45 0.79 -0.25
11 H 0.70 -0.49 -3.03
12 H 1.38 1.24 -3.13

Computed properties:
structure (SMILES) = C#CCC=C=C
calculated total energy = -6315.488 eV
LUMO level = 0.979 eV
relative energy (zero: lowest compared OMol25 entry of this formula, charge and spin) = 85.60 kcal per mole


(7)
Entry from the OMol25 dataset: 5 unconnected molecules or ions with the total composition C27H32ClF7O16S (wB97M-V/def2-TZVPD).

Geometry (Å):
1 C -0.77 -1.54 3.84
2 C -1.87 -0.78 4.54
3 O -2.11 -0.79 5.70
4 O -2.68 0.04 3.73
5 C -2.98 -0.31 2.43
6 O -2.16 -0.48 1.58
7 C -4.46 -0.31 2.12
8 C -5.47 -0.67 3.19
9 S -4.97 -2.30 3.95
10 O -4.91 -2.19 5.37
11 O -3.86 -2.76 3.16
12 C -6.37 -3.51 3.61
13 F -7.47 -3.06 4.21
14 F -6.59 -3.65 2.30
15 C -6.02 -4.91 4.20
16 F -4.83 -5.31 3.74
17 F -5.98 -4.83 5.53
18 C -7.05 -6.03 3.82
19 F -6.95 -6.34 2.54
20 F -8.29 -5.64 4.08
21 F -6.78 -7.11 4.54
22 O -6.71 -0.93 2.48
23 C -7.76 -0.48 3.24
24 O -8.89 -0.51 2.91
25 O -7.29 -0.05 4.45
26 C -5.96 0.39 4.25
27 C -5.23 0.59 5.56
28 Cl -6.06 1.98 3.35
29 H -0.29 -0.93 3.07
30 H -1.18 -2.44 3.39
31 H -0.05 -1.82 4.61
32 H -4.72 0.67 1.71
33 H -4.56 -1.04 1.30
34 H -4.28 0.06 5.58
35 H -5.04 1.65 5.73
36 H -5.86 0.21 6.37
37 O -3.46 2.16 -0.37
38 C -2.64 1.72 -1.13
39 C -1.13 1.75 -1.00
40 C -0.67 1.39 -2.42
41 C -1.83 0.54 -2.91
42 O -3.00 1.06 -2.25
43 H -0.84 0.99 -0.28
44 H -0.80 2.72 -0.66
45 H 0.28 0.88 -2.45
46 H -0.61 2.30 -3.02
47 H -1.71 -0.51 -2.63
48 H -2.00 0.59 -3.99
49 O 2.12 0.74 -0.59
50 C 2.91 0.27 -1.36
51 C 4.42 0.22 -1.24
52 C 4.87 -0.09 -2.67
53 C 3.67 -0.86 -3.21
54 O 2.53 -0.32 -2.51
55 H 4.67 -0.58 -0.54
56 H 4.80 1.16 -0.85
57 H 5.80 -0.65 -2.75
58 H 4.97 0.85 -3.20
59 H 3.73 -1.92 -3.00
60 H 3.51 -0.71 -4.28
61 O 3.84 2.46 -4.29
62 C 3.38 3.31 -3.57
63 C 2.05 4.02 -3.67
64 C 2.21 5.19 -2.70
65 C 3.21 4.63 -1.70
66 O 4.04 3.72 -2.46
67 H 1.28 3.31 -3.33
68 H 1.84 4.30 -4.70
69 H 1.28 5.52 -2.23
70 H 2.64 6.04 -3.23
71 H 2.73 4.06 -0.91
72 H 3.86 5.38 -1.26
73 O 7.48 -1.61 -4.01
74 C 8.45 -0.91 -4.10
75 C 8.78 0.09 -5.18
76 C 10.27 0.36 -4.96
77 C 10.40 0.10 -3.46
78 O 9.42 -0.90 -3.16
79 H 8.17 0.98 -5.01
80 H 8.53 -0.32 -6.16
81 H 10.59 1.35 -5.25
82 H 10.86 -0.37 -5.52
83 H 10.17 0.99 -2.87
84 H 11.38 -0.28 -3.17

Computed properties:
structure (SMILES) = CC(=O)OC(=O)C[C@]1(S(=O)(=O)C(F)(F)C(F)(F)C(F)(F)F)OC(=O)O[C@]1(C)Cl.O=C1CCCO1.O=C1CCCO1.O=C1CCCO1.O=C1CCCO1
calculated total energy = -103659.119 eV
LUMO level = 0.354 eV


(8)
Entry from the OMol25 dataset: a molecular structure, C20H25ClN2OTi in a non-equilibrium geometry (wB97M-V/def2-TZVPD).

Geometry (Å):
1 C 0.73 1.89 -3.99
2 C -0.70 1.96 -4.36
3 C 1.42 3.14 -3.59
4 C 1.55 0.75 -4.44
5 Cl -0.17 0.60 -1.80
6 H 1.65 3.78 -4.47
7 H 2.38 2.93 -3.10
8 H 0.79 3.74 -2.91
9 H -0.85 2.29 -5.40
10 H -1.23 2.68 -3.72
11 H -1.17 0.98 -4.26
12 H 1.80 0.82 -5.51
13 H 1.02 -0.19 -4.29
14 H 2.50 0.72 -3.89
15 C -0.96 1.13 2.22
16 C 0.24 1.90 2.22
17 C 0.25 2.69 1.01
18 H 0.96 1.93 3.03
19 C -0.97 2.42 0.30
20 C -1.69 1.42 1.03
21 H -2.65 1.00 0.75
22 H -1.27 0.50 3.05
23 H 1.00 3.42 0.73
24 H -1.30 2.93 -0.59
25 C 2.14 -1.12 0.58
26 C 2.33 -0.15 1.62
27 C 2.72 1.09 1.01
28 H 2.30 -0.34 2.68
29 C 2.78 0.88 -0.40
30 C 2.45 -0.49 -0.67
31 H 2.49 -0.98 -1.63
32 H 1.93 -2.18 0.72
33 H 3.04 1.98 1.56
34 H 3.12 1.62 -1.13
35 Ti 0.49 0.49 0.42
36 N -2.60 -4.83 4.25
37 C -3.18 -4.08 3.24
38 O -4.39 -4.10 3.03
39 C -2.27 -3.18 2.47
40 C -2.63 -2.66 1.20
41 C -1.76 -1.78 0.56
42 N -0.60 -1.36 1.12
43 C -0.26 -1.89 2.33
44 C -1.05 -2.79 3.02
45 H -3.21 -5.51 4.67
46 H -1.61 -5.03 4.27
47 H -3.58 -2.91 0.73
48 H -2.00 -1.39 -0.44
49 H 0.69 -1.59 2.78
50 H -0.70 -3.11 4.00

Computed properties:
net charge = +2
calculated total energy = -61797.661 eV
LUMO level = -7.943 eV
relative energy (zero: lowest compared OMol25 entry of this formula, charge and spin) = 0.00 kcal per mole


(9)
Entry from the OMol25 dataset: a gas-phase ion, C2H2INO3P (charge -1) in a non-equilibrium geometry (wB97M-V/def2-TZVPD).

Geometry (Å):
1 O 0.92 -2.33 1.65
2 C 0.93 -1.25 1.17
3 N 1.06 -0.85 -0.09
4 C 0.34 -0.18 -0.86
5 P -1.20 0.72 -0.61
6 O -2.17 0.09 0.31
7 O -1.62 1.34 -1.93
8 I 0.08 2.57 0.43
9 H 1.00 -0.39 1.81
10 H 0.67 0.27 -1.87

Computed properties:
structure (SMILES) = O=C/N=C\[P@](=O)([O-])I
net charge = -1
calculated total energy = -27131.790 eV
LUMO level = 2.883 eV
relative energy (zero: lowest compared OMol25 entry of this formula, charge and spin) = 9.60 kcal per mole